Entry 1:
Here is a molecular structure, C30H20ClN4PPdSe from OMol25. Energies are from the ωB97M-V functional and the def2-TZVPD basis.

Cartesian coordinates (Å):
1 Pd 0.183642 -1.460531 -1.246960
2 Cl 2.798093 -2.081353 -1.692082
3 C 3.379954 -2.045849 -0.043009
4 C 4.689110 -2.475127 0.139123
5 C 5.230566 -2.490472 1.412812
6 C 4.461123 -2.078956 2.490717
7 C 3.159641 -1.654320 2.287022
8 C 2.580831 -1.621558 1.015649
9 P 0.837810 -1.053946 0.737700
10 C 0.111021 -1.519891 2.353649
11 C -0.396930 -2.812867 2.465406
12 C -0.940532 -3.254840 3.661480
13 C -1.007494 -2.400794 4.754534
14 C -0.523461 -1.105553 4.646876
15 C 0.037972 -0.667587 3.454330
16 C 1.027546 0.756588 0.956362
17 C -0.147650 1.513440 0.912537
18 C -0.109641 2.895169 0.987733
19 C 1.112902 3.551320 1.082100
20 C 2.284582 2.813722 1.108796
21 C 2.245114 1.423112 1.052699
22 H 5.264860 -2.796835 -0.717639
23 H 6.248510 -2.827721 1.560522
24 H 4.871596 -2.090613 3.492554
25 H 2.569869 -1.342962 3.140480
26 H -0.369523 -3.465584 1.599578
27 H -1.326096 -4.264034 3.738179
28 H -1.442599 -2.742780 5.685136
29 H -0.579146 -0.433179 5.494265
30 H 0.420760 0.342450 3.378754
31 H -1.100006 1.004337 0.805792
32 H -1.032602 3.461806 0.957683
33 H 1.147521 4.632588 1.134156
34 H 3.241618 3.316435 1.179731
35 H 3.172963 0.865730 1.080006
36 Se -5.301665 3.669724 -3.658719
37 N -5.256651 1.891356 -3.470984
38 C -4.020415 1.562626 -3.226533
39 C -3.583766 0.190215 -3.016605
40 C -4.469952 -0.884643 -3.063265
41 C -3.985395 -2.152689 -2.825986
42 C -2.633992 -2.306337 -2.538335
43 N -1.779354 -1.292899 -2.489041
44 C -2.233931 -0.055688 -2.736493
45 C -1.260231 1.057876 -2.680931
46 N 0.016976 0.743633 -2.438633
47 C 0.913609 1.710541 -2.359152
48 C 0.594972 3.056254 -2.520842
49 C -0.713870 3.397193 -2.780459
50 C -1.670357 2.385095 -2.863252
51 C -3.071455 2.655998 -3.136440
52 N -3.556806 3.852776 -3.308091
53 H -5.514020 -0.701574 -3.278876
54 H -4.631054 -3.019462 -2.850660
55 H -2.222992 -3.285048 -2.327188
56 H 1.929558 1.399714 -2.141462
57 H 1.366774 3.809329 -2.439767
58 H -1.017906 4.426655 -2.914956

Force components x, y, z for each atom (eV/Å):
-0.623 0.259 -0.426
0.100 -0.017 -0.116
0.070 -0.029 0.009
-0.040 0.026 0.063
0.019 -0.009 -0.058
-0.005 0.012 0.072
0.001 -0.002 0.011
0.001 -0.004 0.032
0.434 -0.149 0.426
-0.031 0.041 0.057
-0.013 0.026 0.056
-0.014 -0.042 -0.008
-0.002 -0.005 0.005
0.005 0.020 0.008
-0.019 -0.092 -0.008
-0.008 0.078 -0.049
0.009 0.085 -0.009
-0.021 -0.065 -0.008
0.012 0.046 0.028
0.039 0.005 -0.003
-0.069 0.021 -0.016
0.004 0.000 0.007
-0.009 -0.001 -0.008
0.002 -0.004 -0.016
-0.014 0.005 -0.025
0.004 0.009 -0.006
0.004 0.007 0.002
0.000 0.003 -0.005
0.002 -0.005 -0.007
-0.005 0.006 0.030
0.001 -0.010 0.004
0.013 0.003 0.003
0.005 -0.009 -0.008
-0.011 0.007 0.002
-0.007 -0.019 0.005
0.086 -0.088 0.217
-0.031 0.106 -0.202
0.026 0.199 0.068
0.120 -0.178 0.048
0.044 -0.012 0.019
-0.040 0.034 -0.021
-0.026 0.025 -0.027
0.186 -0.109 0.040
-0.049 -0.019 -0.011
0.124 0.140 0.036
-0.116 -0.185 -0.107
-0.032 0.021 0.040
0.003 0.057 -0.019
0.015 -0.044 0.019
0.208 -0.148 0.063
-0.257 -0.046 0.019
-0.082 0.033 -0.206
0.002 0.002 0.001
-0.011 0.018 -0.001
0.017 0.002 -0.002
0.002 0.003 -0.021
-0.010 -0.007 0.008
-0.013 -0.002 -0.006

LUMO ... -0.025 Ha
Charge ... 0
Total energy ... -128033.137 eV
Energy relative to the best compared isomer or geometry (same formula, charge and spin) ... 0.0 kcal per mole
Strongest force on any atom ... 0.01552 Eh/bohr

natural (NBO) population analysis, charges in e, atoms 1 to 8: number 1, Pd, carries 0.05; number 2, Cl, carries 0.01; number 3, C, carries -0.01; number 4, C, carries -0.24; number 5, C, carries -0.19; number 6, C, carries -0.24; number 7, C, carries -0.12; number 8, C, carries -0.40

Entry 2:
Here is a single C10H19N3O5 molecule in a non-equilibrium geometry from OMol25. Energies are from the ωB97M-V functional and the def2-TZVPD basis.

Cartesian coordinates (Å):
1 C -0.897195 -1.037611 -1.752973
2 C -0.163014 -1.557731 -0.469708
3 C -2.083371 -0.134452 -1.261467
4 C -1.697456 1.075301 -0.486533
5 C -0.907163 2.153793 -1.183654
6 C -0.707941 3.474624 -0.380035
7 C 1.908620 -1.646510 0.848803
8 C 2.058356 -3.200346 1.004762
9 C 1.394227 -0.908677 2.056309
10 C 1.519977 0.593264 1.828589
11 H -2.195473 -2.557561 -2.280183
12 H -0.571046 -2.775934 -2.616222
13 H -0.188627 -0.428601 -2.391126
14 H -2.756888 -0.784799 -0.653056
15 H -2.687486 0.187415 -2.256882
16 H -2.616226 1.518283 -0.119455
17 H -1.090941 0.623844 0.326634
18 H 0.046647 1.848291 -1.613184
19 H -1.489143 2.530214 -2.017858
20 H -1.754814 3.814308 -0.167232
21 H -0.269793 4.214126 -1.055783
22 H -0.350953 2.629743 1.510601
23 H 0.878665 2.819696 0.573937
24 H 1.527153 -0.570595 -0.925064
25 H 2.910536 -1.270675 0.715818
26 H 1.994917 -1.186775 2.974381
27 H 0.370080 -1.150616 2.295620
28 H 1.197049 2.305708 2.377623
29 H 0.179988 -3.238355 1.101598
30 N -1.376371 -2.113903 -2.594880
31 N 0.058146 3.343004 0.833326
32 N 1.136482 -1.236611 -0.322234
33 O -0.649711 -2.321905 0.351506
34 O 3.212968 -3.603692 0.875007
35 O 2.046766 1.089369 0.847354
36 O 1.075990 1.401609 2.758510
37 O 0.937045 -3.897241 1.267154

Force components x, y, z for each atom (eV/Å):
-0.451 1.247 0.741
1.349 0.291 -1.032
-1.317 -0.801 -3.426
0.991 -0.318 0.869
0.033 1.319 -0.466
-1.777 -0.949 -0.287
-0.212 0.029 -0.164
1.324 0.335 -0.232
0.482 0.369 1.681
1.156 -0.191 -1.133
-0.962 -0.665 0.764
-1.374 0.163 -0.405
-0.543 -0.527 0.920
0.414 0.461 -0.449
1.240 -0.837 2.177
-0.054 0.107 0.541
-0.388 0.798 0.338
0.144 -0.343 0.185
-0.265 -0.303 -0.599
0.896 0.060 0.139
0.147 -0.027 0.281
-0.331 1.492 -1.406
0.747 0.197 -0.405
0.670 0.906 -0.761
0.296 -0.216 -0.417
-0.562 0.380 -0.905
-0.410 -0.025 0.080
0.117 -0.485 0.708
0.279 -0.566 -0.013
2.793 0.089 -0.393
-0.131 -1.257 1.707
-0.859 -0.928 0.069
-2.135 0.098 0.020
-2.487 -0.284 0.519
0.012 -0.682 -0.140
-0.686 0.565 0.951
1.854 0.497 -0.056

LUMO ... 0.021 Ha
Charge ... 0
Total energy ... -25386.671 eV
Energy relative to the best compared isomer or geometry (same formula, charge and spin) ... 28.8 kcal per mole
Strongest force on any atom ... 0.07306 Eh/bohr

natural (NBO) population analysis, charges in e, atoms 1 to 8: number 1, C, carries -0.12; number 2, C, carries 0.69; number 3, C, carries -0.38; number 4, C, carries -0.42; number 5, C, carries -0.42; number 6, C, carries -0.20; number 7, C, carries -0.17; number 8, C, carries 0.78

Entry 3:
Here is a molecular structure, C52H42BrN7O2S5V in a non-equilibrium geometry from OMol25. Energies are from the ωB97M-V functional and the def2-TZVPD basis.

Cartesian coordinates (Å):
1 V 0.644431 -0.102213 0.061110
2 S 1.842776 -7.067923 -1.037269
3 C 0.606017 -8.065586 -0.406473
4 C -0.493704 -7.353322 -0.038414
5 C -0.336388 -5.969524 -0.257501
6 C 0.882957 -5.641059 -0.788382
7 C 1.383573 -4.325549 -1.137520
8 C 0.869739 -3.170382 -0.517283
9 N 1.254922 -1.948449 -0.811522
10 C 2.197784 -1.782036 -1.763844
11 C 2.814179 -2.873131 -2.413993
12 C 3.836103 -2.620751 -3.382002
13 C 4.217107 -1.358838 -3.673995
14 C 3.589701 -0.233303 -3.052381
15 C 3.941707 1.081868 -3.359327
16 C 3.255928 2.129138 -2.756349
17 C 2.252411 1.796847 -1.829798
18 N 1.910636 0.567948 -1.497368
19 C 2.566922 -0.450223 -2.103274
20 C 3.537646 3.516094 -3.078093
21 C 4.456084 4.021446 -3.962034
22 C 4.451967 5.430147 -4.031853
23 C 3.529593 5.992651 -3.206450
24 S 2.650152 4.814255 -2.329919
25 C 2.389197 -4.158488 -2.079326
26 H 0.759154 -9.127448 -0.348628
27 H -1.380576 -7.799602 0.380763
28 H -1.109842 -5.241050 -0.071524
29 H 0.121382 -3.275102 0.259621
30 H 4.294857 -3.469667 -3.869434
31 H 5.000505 -1.169273 -4.394549
32 H 4.736742 1.268895 -4.065682
33 H 1.691832 2.601297 -1.372456
34 H 5.121335 3.413560 -4.552474
35 H 5.109284 6.001206 -4.665717
36 H 3.311219 7.033986 -3.058159
37 H 2.832869 -5.017480 -2.563087
38 Br 1.422486 -6.598748 5.006845
39 C -0.272631 -5.864693 4.564272
40 C -0.595668 -5.654197 3.232485
41 C -1.810335 -5.084201 2.914624
42 C -2.717206 -4.730221 3.919766
43 C -2.395920 -5.005293 5.251331
44 C -1.170371 -5.551976 5.575594
45 N -3.993335 -4.239038 3.641538
46 N -4.289615 -3.515418 2.681998
47 C -3.436944 -2.789016 1.878027
48 C -3.757793 -2.682820 0.526286
49 C -2.962631 -2.004616 -0.390467
50 C -1.800544 -1.354156 0.029987
51 O -0.964642 -0.676872 -0.690672
52 C -1.478758 -1.423888 1.420163
53 N -0.333834 -0.773508 1.730729
54 C -0.012674 -0.671717 3.009868
55 C -0.821911 -1.175235 4.029591
56 C -1.970257 -1.867544 3.722159
57 C -2.305582 -2.061187 2.370455
58 H 0.098492 -5.929362 2.451300
59 H -2.088571 -4.941113 1.881230
60 H -3.111856 -4.758756 6.021923
61 H -0.908643 -5.742849 6.605587
62 H -4.633732 -3.214068 0.181876
63 H -3.239611 -1.993054 -1.435657
64 H 0.911323 -0.157814 3.242963
65 H -0.539033 -1.015029 5.059380
66 H -2.619438 -2.231740 4.503743
67 S 4.449961 -0.711926 2.523674
68 C 3.151273 -0.496808 1.649587
69 N 2.182152 -0.285349 1.004544
70 C -0.550863 3.500741 -4.037856
71 C -0.203946 2.041167 -4.251087
72 S -0.767386 0.971169 -2.828591
73 O -0.746596 1.887197 -1.664324
74 C -2.548519 0.803039 -3.293410
75 C -3.404532 1.877313 -2.656300
76 H 0.124673 4.156186 -4.586508
77 H -0.463024 3.733693 -2.975484
78 H -1.569759 3.710941 -4.354437
79 H 0.876483 1.895808 -4.271650
80 H -0.622716 1.628831 -5.167210
81 H -2.818209 -0.183475 -2.920100
82 H -2.615950 0.795784 -4.379475
83 H -3.316284 1.828224 -1.573256
84 H -4.451586 1.742770 -2.923650
85 H -3.091848 2.871826 -2.964550
86 N 0.377403 1.677483 0.853871
87 S -0.803684 2.184594 1.795722
88 C 0.004597 3.448072 2.829204
89 C -0.700416 4.512829 3.367644
90 C -0.024885 5.444366 4.140930
91 C 1.334975 5.299940 4.379219
92 C 2.025171 4.218959 3.852645
93 C 1.358025 3.284186 3.076682
94 C -1.791413 3.350868 0.829471
95 C -1.166163 4.328873 0.074943
96 C -1.940465 5.248387 -0.608010
97 C -3.325136 5.193266 -0.520636
98 C -3.939097 4.192818 0.214069
99 C -3.170280 3.250962 0.881415
100 H 0.843413 2.459102 0.403475
101 H -1.759758 4.623113 3.184071
102 H -0.560552 6.285309 4.557042
103 H 1.857195 6.028481 4.982992
104 H 3.081722 4.097409 4.045107
105 H 1.875049 2.430010 2.656971
106 H -0.087041 4.385541 0.025571
107 H -1.463615 6.007418 -1.210887
108 H -3.924778 5.940205 -1.020824
109 H -5.017125 4.145638 0.271758
110 H -3.637409 2.454280 1.445339

Force components x, y, z for each atom (eV/Å):
-1.120 0.977 -0.910
-0.335 0.271 0.239
0.056 0.086 -0.095
0.032 -0.258 0.050
0.221 0.283 -0.186
-0.075 -0.631 0.144
0.477 0.280 -0.433
-0.072 -0.123 0.084
0.421 -0.587 -0.464
0.143 -0.655 -0.159
-0.194 0.465 0.252
0.116 0.154 -0.090
0.036 -0.246 -0.049
-0.328 -0.055 0.333
-0.404 0.301 0.341
0.255 -0.685 -0.163
0.007 0.128 0.037
0.502 0.131 -0.761
0.463 0.273 -0.375
-0.065 0.736 0.011
-0.182 -0.265 0.190
-0.071 0.226 0.057
-0.103 -0.148 0.098
0.336 -0.149 -0.263
-0.422 0.093 0.383
-0.005 -0.129 0.022
-0.067 -0.060 0.013
-0.065 0.095 0.020
0.019 0.032 0.022
0.069 -0.008 -0.031
0.032 -0.023 -0.048
0.031 0.013 -0.081
-0.108 -0.087 0.040
0.057 -0.102 -0.033
0.044 0.061 -0.057
0.006 0.135 -0.006
0.026 -0.037 -0.084
-0.218 0.073 -0.060
0.137 -0.034 0.136
0.137 -0.037 0.031
-0.296 -0.026 0.158
1.274 -0.241 -0.026
-0.218 0.253 -0.329
0.273 -0.071 -0.035
-0.903 -0.206 0.052
-1.389 -0.079 0.577
1.135 0.610 -1.008
0.022 -0.445 0.984
0.840 0.556 -0.273
-1.024 -0.791 0.519
-1.401 -0.393 -1.288
-0.625 -0.195 0.088
-0.479 -0.578 1.323
0.273 0.009 -0.239
-0.381 -0.196 0.166
0.332 0.243 0.014
-0.065 0.010 -0.459
0.038 -0.042 -0.006
0.036 0.031 -0.058
-0.082 -0.041 0.052
-0.003 -0.010 0.046
-0.117 0.024 0.010
0.005 0.054 -0.033
0.047 -0.016 -0.052
0.049 0.020 0.018
0.033 -0.037 0.057
0.469 -0.148 0.349
-0.421 0.272 -0.340
3.223 -0.747 1.906
-0.043 0.012 0.042
-0.096 -0.255 0.420
-0.511 0.223 -1.937
0.215 0.435 0.733
0.342 -0.108 0.184
0.072 0.048 0.104
0.008 -0.050 -0.074
-0.035 0.089 -0.014
-0.049 0.084 -0.009
0.042 -0.038 -0.037
0.034 -0.104 -0.026
-0.080 -0.053 -0.045
0.060 -0.044 -0.057
-0.004 0.036 0.032
-0.024 -0.061 -0.059
-0.040 0.062 0.009
-0.174 0.851 0.410
0.008 1.307 -0.359
0.023 -0.382 0.040
-0.120 0.002 0.054
-0.009 -0.075 -0.016
0.047 -0.025 0.007
-0.010 0.064 0.047
-0.022 -0.196 -0.097
-0.064 -0.385 0.183
-0.027 0.069 -0.011
0.129 -0.075 -0.025
-0.083 -0.020 0.042
-0.116 0.088 -0.066
0.125 -0.081 0.157
-0.046 0.060 0.059
-0.052 0.046 -0.039
-0.042 0.023 0.008
0.009 0.035 0.015
0.029 -0.004 0.003
0.087 0.024 0.009
0.075 0.035 0.001
0.028 0.083 0.004
-0.036 -0.004 -0.071
-0.043 -0.018 -0.007
-0.038 -0.014 0.059

LUMO (alpha / beta) ... -0.115 / -0.118 Ha
Charge ... +1
Total energy ... -219034.116 eV
Expectation value of S² ... 2.017
Strongest force on any atom ... 0.07426 Eh/bohr
2S+1 ... 3

Löwdin population analysis, charges in e, atoms 1 to 8: number 1, V, carries 0.81; number 2, S, carries 1.08; number 3, C, carries -0.39; number 4, C, carries -0.18; number 5, C, carries -0.14; number 6, C, carries -0.48; number 7, C, carries -0.17; number 8, C, carries 0.00